## A
{
  "formula": "C4H6O",
  "method": "ωB97M-V with the def2-TZVPD basis set",
  "species": ["O", "C", "C", "C", "C", "H", "H", "H", "H", "H", "H"],
  "positions_angstrom": [[2.95, -0.10, 0.12], [1.94, -0.25, -0.37], [-0.08, 0.25, 1.02], [-0.76, 1.00, -0.09], [-1.11, -0.33, 0.50], [0.35, -1.34, -1.40], [0.62, 0.32, 1.84], [-1.39, 1.86, 0.17], [-0.30, 1.06, -1.08], [-1.84, -1.12, 0.55], [-0.35, -1.42, -1.14]],
  "mulliken_charge": [-0.20, 0.14, -0.30, -0.38, -0.57, 0.06, 0.44, 0.21, 0.22, 0.42, -0.03],
  "total_charge": 0,
  "e_lumo_ev": 1.01,
  "e_homo_ev": -9.45,
  "gap_ha": 0.384
}

***

## B
{
  "formula": "C4H6O",
  "method": "ωB97M-V with the def2-TZVPD basis set",
  "species": ["C", "C", "O", "C", "C", "H", "H", "H", "H", "H", "H"],
  "positions_angstrom": [[-2.24, -0.11, -0.47], [-1.10, -0.54, 0.05], [0.10, -0.21, -0.50], [1.14, -0.04, 0.35], [2.22, 0.63, 0.00], [-2.26, 0.51, -1.35], [-3.19, -0.41, -0.05], [-1.06, -1.15, 0.94], [1.03, -0.49, 1.33], [2.31, 1.08, -0.97], [3.05, 0.74, 0.68]],
  "mulliken_charge": [-0.75, 0.13, -0.32, 0.20, -0.75, 0.25, 0.25, 0.27, 0.20, 0.26, 0.25],
  "total_charge": 0,
  "e_lumo_ev": 1.21,
  "smiles": "C=COC=C",
  "e_homo_ev": -8.82,
  "gap_ha": 0.369
}

***

## C
{
  "formula": "C4H6O",
  "method": "ωB97M-V with the def2-TZVPD basis set",
  "species": ["O", "C", "C", "C", "C", "H", "H", "H", "H", "H", "H"],
  "positions_angstrom": [[0.97, -0.25, -1.48], [1.21, -0.36, -0.11], [0.00, 0.10, 0.71], [-1.38, -0.20, 0.17], [-0.94, 1.04, 0.07], [-0.16, -0.63, -1.51], [1.51, -1.38, 0.17], [2.05, 0.29, 0.15], [0.16, 0.15, 1.79], [-2.22, -0.81, 0.19], [-1.19, 2.06, -0.15]],
  "mulliken_charge": [-0.53, -0.37, -0.11, -0.89, -0.08, 0.35, 0.24, 0.28, 0.38, 0.38, 0.34],
  "total_charge": 0,
  "e_lumo_ev": 0.95,
  "smiles": "OCC1C=C1",
  "e_homo_ev": -9.74,
  "gap_ha": 0.393
}

***

## D
{
  "formula": "C4H6O",
  "method": "ωB97M-V with the def2-TZVPD basis set",
  "species": ["C", "C", "C", "C", "O", "H", "H", "H", "H", "H", "H"],
  "positions_angstrom": [[-2.59, -0.22, -0.09], [-1.41, 0.07, 0.11], [-0.03, 0.79, 0.01], [0.91, -0.44, -0.01], [2.28, 0.01, -0.19], [-3.47, -0.86, -0.33], [-0.27, 1.53, -0.87], [0.22, 1.76, 0.62], [0.72, -0.79, 1.17], [0.60, -1.17, -0.76], [3.05, -0.68, 0.34]],
  "mulliken_charge": [-0.06, -0.38, -0.47, -0.23, -0.56, 0.34, 0.24, 0.29, 0.22, 0.27, 0.35],
  "total_charge": 0,
  "e_lumo_ev": 0.58,
  "smiles": "C#CCCO",
  "e_homo_ev": -9.79,
  "gap_ha": 0.381
}

***

It is B that is most stable; the runner-up trails by 194.7 kJ/mol.

***

## A
{
  "formula": "C4H6O",
  "method": "ωB97M-V with the def2-TZVPD basis set",
  "species": ["C", "C", "C", "O", "C", "H", "H", "H", "H", "H", "H"],
  "positions_angstrom": [[-0.33, 1.03, 0.75], [0.40, -0.26, 0.54], [-0.32, -1.21, -0.47], [-0.26, -0.24, -1.53], [0.31, 0.67, -0.63], [0.21, 1.94, 1.01], [-1.26, 1.01, 1.34], [1.23, -0.65, 1.13], [-1.35, -1.57, -0.41], [0.33, -2.07, -0.68], [1.04, 1.36, -1.05]],
  "mulliken_charge": [-0.75, -0.07, -0.33, -0.42, -0.08, 0.25, 0.27, 0.32, 0.22, 0.23, 0.34],
  "total_charge": 0,
  "e_lumo_ev": 1.15,
  "e_homo_ev": -9.27,
  "gap_ha": 0.383
}

***

## B
{
  "formula": "C4H6O",
  "method": "ωB97M-V with the def2-TZVPD basis set",
  "species": ["C", "C", "C", "C", "O", "H", "H", "H", "H", "H", "H"],
  "positions_angstrom": [[-0.73, -0.71, -0.70], [-1.61, -0.58, 0.30], [-0.03, 0.44, -0.21], [1.33, 0.36, 0.38], [-1.07, 0.57, 0.74], [-0.26, -1.32, -1.46], [-2.53, -1.05, 0.65], [-0.21, 1.29, -1.12], [1.98, 1.28, 0.21], [1.91, -0.44, -0.19], [1.22, 0.16, 1.40]],
  "mulliken_charge": [-0.49, -0.29, 0.46, -1.08, -0.42, 0.37, 0.34, 0.24, 0.26, 0.24, 0.37],
  "total_charge": 0,
  "e_lumo_ev": 1.15,
  "e_homo_ev": -8.70,
  "gap_ha": 0.362
}

***

## C
{
  "formula": "C4H6O",
  "method": "ωB97M-V with the def2-TZVPD basis set",
  "species": ["C", "C", "C", "C", "O", "H", "H", "H", "H", "H", "H"],
  "positions_angstrom": [[-0.48, 0.10, 0.93], [-1.90, -0.70, -0.47], [0.64, 0.19, 0.17], [1.88, 0.58, 0.00], [-3.02, -0.53, -0.57], [-0.53, -0.87, -1.48], [-1.09, 0.98, 1.13], [-0.59, -0.70, 1.65], [0.25, -0.58, -1.23], [2.46, 0.97, 0.83], [2.38, 0.55, -0.96]],
  "mulliken_charge": [-0.64, 0.16, 0.28, -0.70, -0.25, 0.11, 0.32, 0.30, -0.09, 0.25, 0.25],
  "total_charge": 0,
  "e_lumo_ev": 0.80,
  "e_homo_ev": -9.09,
  "gap_ha": 0.363
}

***

## D
{
  "formula": "C4H6O",
  "method": "ωB97M-V with the def2-TZVPD basis set",
  "species": ["O", "C", "C", "C", "C", "H", "H", "H", "H", "H", "H"],
  "positions_angstrom": [[1.08, 0.44, 2.08], [0.55, 0.19, 1.03], [0.95, -0.17, -0.47], [-0.57, -0.31, -0.80], [-0.84, 0.21, 0.59], [1.52, 0.50, -1.11], [1.44, -1.14, -0.39], [-0.87, -1.35, -0.99], [-1.00, 0.32, -1.59], [-1.74, -0.05, 1.19], [-0.25, 1.28, 0.41]],
  "mulliken_charge": [-0.61, 0.30, -0.50, -0.36, -0.44, 0.27, 0.29, 0.26, 0.23, 0.35, 0.20],
  "total_charge": 0,
  "e_lumo_ev": 0.88,
  "smiles": "O=C1CCC1",
  "e_homo_ev": -9.26,
  "gap_ha": 0.373
}

***

It is D that is most stable; the runner-up trails by 60.7 kJ/mol.